Entry 1:
Density functional theory data (ωB97M-V with the def2-TZVPD basis set) for a structure of composition C22H65BMnN3O11.

Cartesian coordinates (Å):
Mn: 0.44 -0.49 1.76
C: 4.08 -2.53 0.49
C: 3.24 -1.25 0.46
O: 2.53 -1.08 1.63
H: 4.54 -2.66 1.48
H: 4.88 -2.49 -0.26
H: 3.49 -3.43 0.28
H: 2.50 -1.42 -0.35
H: 3.84 -0.35 0.25
C: -0.66 2.69 3.29
C: 0.81 2.34 3.45
O: 1.21 1.14 2.93
H: -0.93 3.53 3.95
H: -1.27 1.88 3.71
H: -0.99 2.91 2.27
H: 0.98 2.34 4.55
H: 1.41 3.14 2.97
B: 0.04 0.68 -0.29
H: 0.82 1.56 -0.54
H: 0.67 -0.32 -0.21
H: -0.54 0.91 0.72
H: -0.78 0.61 -1.18
C: -4.67 -1.45 -2.67
C: -3.26 -0.89 -2.81
O: -2.77 -0.69 -1.51
O: -5.19 -1.67 -3.98
H: -5.28 -0.76 -2.07
H: -4.57 -2.41 -2.16
H: -3.33 0.05 -3.37
H: -2.65 -1.56 -3.42
H: -1.89 -0.25 -1.54
H: -5.94 -2.27 -3.87
C: 2.16 4.65 0.20
C: 3.28 3.85 -0.37
O: 4.48 4.04 0.37
O: 2.44 6.06 -0.07
H: 2.18 4.54 1.28
H: 1.17 4.38 -0.16
H: 3.38 3.93 -1.46
H: 3.03 2.80 -0.19
H: 4.55 4.99 0.52
H: 1.59 6.50 -0.19
C: -2.09 3.83 -3.10
C: -0.80 3.59 -2.36
O: -1.02 3.71 -0.94
O: -2.74 2.61 -3.47
H: -1.88 4.33 -4.05
H: -2.76 4.46 -2.52
H: -0.03 4.30 -2.68
H: -0.39 2.59 -2.50
H: -0.78 2.86 -0.56
H: -3.47 2.43 -2.87
C: 0.77 -4.17 4.35
C: 0.98 -3.14 3.22
C: 0.33 -3.62 1.94
O: 0.18 -2.61 0.95
C: -0.51 -3.11 -0.16
N: 0.41 -1.82 3.63
H: -0.22 -4.62 4.30
H: 0.91 -3.65 5.30
H: 1.52 -4.96 4.27
H: 2.04 -2.92 3.09
H: -0.60 -4.18 2.07
H: 1.03 -4.37 1.51
H: -1.51 -3.53 0.02
H: 0.12 -3.77 -0.77
H: -0.75 -2.28 -0.83
H: -0.47 -2.04 4.09
H: 0.96 -1.35 4.34
C: -4.25 0.03 1.48
C: -2.98 0.10 2.31
C: -3.27 -0.12 3.78
O: -3.74 -1.44 3.99
C: -3.86 -1.73 5.36
N: -1.95 -0.90 1.89
H: -4.69 -0.97 1.58
H: -4.04 0.18 0.42
H: -4.96 0.73 1.91
H: -2.57 1.10 2.17
H: -3.97 0.68 4.09
H: -2.39 0.06 4.40
H: -4.12 -2.78 5.47
H: -4.61 -1.09 5.83
H: -2.91 -1.54 5.87
H: -2.27 -1.79 2.27
H: -2.11 -0.94 0.88
C: 2.45 0.68 -3.01
C: 2.03 -0.52 -3.89
C: 3.20 -1.08 -4.66
O: 3.55 -0.24 -5.73
C: 4.52 -0.77 -6.59
N: 1.62 -1.59 -2.94
H: 2.95 1.45 -3.60
H: 3.04 0.35 -2.16
H: 1.47 1.07 -2.72
H: 1.17 -0.25 -4.49
H: 3.01 -2.12 -4.98
H: 4.04 -1.25 -3.95
H: 5.54 -0.52 -6.25
H: 4.40 -0.30 -7.57
H: 4.41 -1.85 -6.72
H: 2.28 -1.59 -2.16
H: 0.80 -1.20 -2.47

## Properties
DFT total energy (eV): -82855.36786
<S²>: 8.754
E_LUMO (spin up / spin down) (eV): 2.22 / 2.22
ΔE to the lowest compared entry with this formula, charge and spin (eV): 0.000
HOMO (spin up / spin down) (Ha): -0.143 / -0.150
Spin multiplicity: 6
Charge: -1
Orbital gap (spin up / spin down) (eV): 6.1 / 6.3

Löwdin population analysis, charges in e, atoms 1 to 99: Mn 0.75; C -0.11; C -0.46; O -0.35; H 0.06; H 0.05; H 0.05; H 0.05; H 0.10; C -0.11; C -0.47; O -0.35; H 0.06; H 0.04; H 0.06; H 0.09; H 0.08; B -0.39; H 0.02; H -0.02; H -0.02; H 0.00; C -0.25; C -0.25; O -0.11; O -0.07; H 0.12; H 0.12; H 0.11; H 0.13; H 0.01; H 0.07; C -0.21; C -0.25; O -0.06; O -0.09; H 0.11; H 0.10; H 0.12; H 0.12; H 0.07; H 0.07; C -0.23; C -0.23; O -0.10; O -0.08; H 0.11; H 0.12; H 0.11; H 0.10; H 0.01; H 0.08; C -0.06; C -0.38; C -0.18; O -0.26; C -0.11; N 0.03; H 0.07; H 0.07; H 0.08; H 0.13; H 0.12; H 0.14; H 0.10; H 0.10; H 0.07; H 0.08; H 0.10; C -0.04; C -0.39; C -0.23; O -0.19; C -0.11; N 0.05; H 0.08; H 0.06; H 0.08; H 0.11; H 0.13; H 0.12; H 0.09; H 0.09; H 0.09; H 0.08; H 0.06; C -0.05; C -0.39; C -0.24; O -0.18; C -0.13; N 0.04; H 0.08; H 0.08; H 0.05; H 0.14; H 0.12; H 0.13; H 0.09

***

Entry 2:
Density functional theory data (ωB97M-V with the def2-TZVPD basis set) for a cluster of 10 separate species, C22H66ClN4O13 in total.

Cartesian coordinates (Å):
Cl: -0.96 -0.32 0.16
O: -0.16 -1.11 -0.77
O: -2.29 -0.78 0.23
O: -0.37 -0.37 1.49
O: -0.87 1.08 -0.18
O: -2.07 -3.44 -2.15
H: -1.79 -2.74 -1.55
H: -1.96 -3.06 -3.02
O: -0.86 2.40 2.65
H: -1.41 2.07 3.35
H: -0.74 1.66 2.06
C: 1.47 -3.21 -2.72
C: 2.69 -3.64 -3.63
C: 3.89 -3.91 -2.74
O: 3.46 -4.96 -1.90
C: 4.26 -5.15 -0.72
N: 2.46 -4.77 -4.53
H: 1.85 -2.51 -1.97
H: 1.11 -4.14 -2.28
H: 0.70 -2.63 -3.22
H: 2.82 -2.85 -4.36
H: 4.21 -3.00 -2.22
H: 4.74 -4.21 -3.35
H: 3.83 -5.70 0.11
H: 4.50 -4.17 -0.32
H: 5.12 -5.80 -0.90
H: 2.67 -5.53 -3.89
H: 3.37 -4.80 -4.96
C: 4.26 -0.36 -0.43
C: 3.96 -0.21 0.99
C: 5.13 0.29 1.92
O: 6.29 -0.55 1.74
C: 7.30 -0.41 2.74
N: 2.84 0.74 1.02
H: 4.67 0.54 -0.88
H: 3.48 -0.92 -0.94
H: 5.08 -1.03 -0.66
H: 3.69 -1.16 1.43
H: 4.72 0.24 2.93
H: 5.41 1.34 1.78
H: 6.91 -0.67 3.72
H: 7.71 0.60 2.81
H: 8.10 -1.12 2.54
H: 2.03 0.20 0.76
H: 3.02 1.39 0.26
C: -3.47 3.46 0.56
C: -3.29 4.68 -0.36
C: -4.53 5.13 -1.08
O: -4.25 6.28 -1.88
C: -5.43 6.76 -2.59
N: -2.90 5.82 0.49
H: -4.54 3.40 0.78
H: -3.01 3.56 1.54
H: -3.14 2.60 -0.03
H: -2.67 4.50 -1.24
H: -5.37 5.27 -0.40
H: -4.83 4.37 -1.80
H: -6.23 7.01 -1.89
H: -5.75 6.12 -3.41
H: -5.13 7.70 -3.03
H: -3.65 6.02 1.14
H: -2.95 6.64 -0.11
C: 1.56 -4.49 4.83
C: 1.90 -3.39 3.81
C: 1.70 -3.89 2.35
O: 0.39 -4.29 2.14
C: 0.01 -4.66 0.87
N: 1.19 -2.09 4.02
H: 1.92 -5.48 4.55
H: 0.48 -4.60 4.94
H: 2.01 -4.14 5.76
H: 2.89 -3.02 4.04
H: 2.26 -4.83 2.29
H: 2.13 -3.25 1.57
H: -1.04 -4.96 0.88
H: 0.65 -5.45 0.49
H: 0.07 -3.86 0.12
H: 1.69 -1.50 4.67
H: 1.13 -1.61 3.13
C: -4.37 1.76 -2.76
C: -3.58 0.48 -2.76
O: -2.32 0.56 -3.35
H: -3.80 2.68 -2.68
H: -4.99 1.78 -1.87
H: -5.03 1.79 -3.63
H: -4.18 -0.27 -3.28
H: -3.57 0.14 -1.72
H: -1.73 0.96 -2.70
C: -5.37 1.41 3.58
C: -4.81 0.09 3.21
O: -3.84 -0.23 4.16
H: -6.07 1.72 2.80
H: -4.71 2.28 3.62
H: -5.86 1.41 4.55
H: -4.34 0.08 2.22
H: -5.61 -0.64 3.31
H: -3.41 -1.05 3.92
C: 0.26 5.23 -2.97
C: 0.29 3.67 -2.76
O: 0.87 3.40 -1.49
H: -0.44 5.77 -2.33
H: -0.02 5.54 -3.97
H: 1.29 5.54 -2.81
H: 0.82 3.19 -3.59
H: -0.68 3.18 -2.85
H: 1.12 2.48 -1.38

## Properties
DFT total energy (eV): -68974.80544
E_LUMO (eV): 2.41
ΔE to the lowest compared entry with this formula, charge and spin (eV): 0.000
HOMO (Ha): -0.237
Charge: -1
Orbital gap (eV): 8.9

Löwdin population analysis, charges in e, atoms 1 to 99: Cl 0.64; O -0.36; O -0.33; O -0.37; O -0.36; O -0.06; H -0.01; H 0.03; O -0.06; H 0.02; H -0.03; C -0.03; C -0.42; C -0.23; O -0.19; C -0.07; N 0.04; H 0.05; H 0.07; H 0.07; H 0.13; H 0.11; H 0.12; H 0.07; H 0.08; H 0.08; H 0.05; H 0.05; C -0.10; C -0.43; C -0.16; O -0.20; C -0.12; N 0.07; H 0.09; H 0.07; H 0.07; H 0.13; H 0.11; H 0.12; H 0.08; H 0.08; H 0.08; H 0.05; H 0.06; C -0.03; C -0.41; C -0.24; O -0.20; C -0.09; N 0.04; H 0.07; H 0.07; H 0.06; H 0.13; H 0.12; H 0.10; H 0.08; H 0.08; H 0.08; H 0.07; H 0.05; C -0.07; C -0.40; C -0.21; O -0.17; C -0.10; N 0.04; H 0.07; H 0.07; H 0.07; H 0.12; H 0.11; H 0.12; H 0.10; H 0.08; H 0.07; H 0.06; H 0.04; C -0.09; C -0.34; O -0.06; H 0.06; H 0.07; H 0.07; H 0.11; H 0.09; H 0.05; C -0.11; C -0.35; O -0.07; H 0.07; H 0.07; H 0.07; H 0.11; H 0.11; H 0.09; C -0.07; C -0.30

***

Entry 3:
Density functional theory data (ωB97M-V with the def2-TZVPD basis set) for a structure of composition C22H66CrHgO12.

Cartesian coordinates (Å):
Hg: 3.00 1.10 -0.12
Cr: 2.51 -0.47 -3.07
C: -0.58 0.55 0.17
C: 0.31 -0.37 -0.62
O: 1.34 0.24 -1.34
H: -0.98 1.29 -0.52
H: 0.00 0.89 1.03
H: -1.41 -0.04 0.56
H: -0.26 -1.04 -1.27
H: 0.70 -1.14 0.07
O: 4.11 -0.01 -1.91
H: 4.40 -0.80 -1.43
C: -3.46 2.28 1.56
C: -4.03 2.11 0.13
O: -5.06 1.21 0.01
H: -2.63 2.99 1.55
H: -2.89 1.42 1.92
H: -4.19 2.62 2.29
H: -3.15 1.87 -0.48
H: -4.19 3.14 -0.19
H: -5.93 1.54 0.24
C: -4.44 -1.51 -2.18
C: -3.93 -1.99 -0.83
O: -4.75 -1.38 0.18
H: -4.17 -0.47 -2.37
H: -5.53 -1.57 -2.18
H: -3.93 -2.14 -2.91
H: -2.88 -1.68 -0.77
H: -3.92 -3.07 -0.66
H: -4.67 -0.42 0.03
C: -0.37 4.25 -1.03
C: 0.56 3.75 0.09
O: 1.63 3.05 -0.52
H: -1.27 4.75 -0.68
H: -0.85 3.38 -1.48
H: 0.12 4.75 -1.86
H: -0.03 3.13 0.77
H: 0.88 4.52 0.79
H: 1.95 3.64 -1.22
C: 0.85 3.04 -4.57
C: 2.13 2.67 -3.84
O: 2.82 1.48 -4.24
H: 0.58 4.08 -4.40
H: 0.05 2.48 -4.07
H: 0.79 2.78 -5.63
H: 1.94 2.63 -2.77
H: 2.89 3.42 -4.07
H: 3.16 1.71 -5.11
C: 2.99 -2.69 2.93
C: 2.44 -1.40 2.33
O: 3.24 -1.03 1.13
H: 4.07 -2.81 3.00
H: 2.53 -3.58 2.52
H: 2.57 -2.72 3.94
H: 2.52 -0.54 2.99
H: 1.38 -1.51 2.13
H: 4.12 -0.82 1.47
C: -1.87 -3.09 1.59
C: -0.89 -2.79 2.72
O: -1.16 -3.85 3.69
H: -1.51 -3.83 0.87
H: -2.03 -2.13 1.10
H: -2.88 -3.44 1.82
H: -0.96 -1.81 3.19
H: 0.08 -2.89 2.23
H: -0.88 -4.70 3.32
C: -0.87 -2.39 -4.06
C: -0.52 -0.93 -4.36
O: 0.93 -0.76 -4.54
H: -0.76 -2.68 -3.02
H: -0.40 -3.13 -4.71
H: -1.95 -2.49 -4.19
H: -0.75 -0.40 -3.43
H: -1.10 -0.51 -5.18
H: 1.05 -0.66 -5.49
C: -2.38 0.28 4.38
C: -0.85 0.58 4.17
O: -0.61 1.57 3.14
H: -2.39 -0.60 5.02
H: -2.88 0.10 3.43
H: -2.78 1.17 4.87
H: -0.41 -0.32 3.75
H: -0.38 0.80 5.12
H: -0.61 2.42 3.61
C: 2.17 -4.22 -0.93
C: 3.14 -3.21 -1.54
O: 2.34 -2.54 -2.55
H: 2.55 -4.55 0.04
H: 2.08 -5.15 -1.50
H: 1.20 -3.76 -0.72
H: 3.96 -3.61 -2.15
H: 3.60 -2.45 -0.91
H: 2.54 -3.12 -3.30
C: 3.00 2.35 4.05
C: 2.51 2.74 2.67
O: 1.93 1.62 2.00
H: 3.31 3.22 4.61
H: 3.90 1.74 4.00
H: 2.24 1.76 4.57
H: 3.37 3.07 2.09
H: 1.83 3.59 2.80
H: 1.01 1.47 2.30

## Properties
DFT total energy (eV): -81032.79537
<S²>: 6.008
E_LUMO (spin up / spin down) (eV): -6.87 / -6.92
HOMO (spin up / spin down) (Ha): -0.489 / -0.489
Spin multiplicity: 5
Charge: +2
Orbital gap (spin up / spin down) (eV): 6.4 / 6.4

Löwdin population analysis, charges in e, atoms 1 to 99: Hg 1.31; Cr 0.89; C -0.05; C -0.39; O -0.42; H 0.07; H 0.04; H 0.08; H 0.09; H 0.09; O -0.40; H -0.03; C -0.07; C -0.31; O -0.04; H 0.06; H 0.03; H 0.09; H 0.09; H 0.12; H 0.13; C -0.08; C -0.33; O -0.09; H 0.07; H 0.09; H 0.06; H 0.07; H 0.11; H 0.02; C -0.04; C -0.28; O -0.16; H 0.09; H 0.06; H 0.08; H 0.09; H 0.12; H 0.09; C -0.05; C -0.26; O -0.12; H 0.09; H 0.07; H 0.09; H 0.08; H 0.13; H 0.12; C -0.05; C -0.25; O -0.16; H 0.09; H 0.07; H 0.09; H 0.10; H 0.07; H 0.09; C -0.08; C -0.25; O -0.07; H 0.08; H 0.04; H 0.09; H 0.07; H 0.07; H 0.08; C -0.06; C -0.20; O -0.15; H 0.07; H 0.09; H 0.07; H 0.10; H 0.13; H 0.11; C -0.04; C -0.25; O -0.12; H 0.09; H 0.06; H 0.08; H 0.07; H 0.12; H 0.11; C -0.03; C -0.20; O -0.17; H 0.08; H 0.09; H 0.07; H 0.13; H 0.08; H 0.11; C -0.06; C -0.29; O -0.19; H 0.09; H 0.08; H 0.08

***

Entry 4:
Density functional theory data (ωB97M-V with the def2-TZVPD basis set) for a structure of composition C22H66CrO15S.

Cartesian coordinates (Å):
Cr: 8.66 23.83 -4.43
S: 8.20 25.77 -2.57
O: 7.05 26.67 -2.66
O: 8.96 25.77 -3.89
O: 9.07 26.07 -1.45
O: 7.78 24.32 -2.58
C: 10.73 28.82 -2.89
C: 11.82 27.82 -3.28
O: 11.44 27.02 -4.39
H: 9.74 28.38 -3.00
H: 10.79 29.69 -3.55
H: 10.82 29.15 -1.85
H: 12.06 27.16 -2.43
H: 12.72 28.35 -3.60
H: 10.62 26.55 -4.19
C: 5.93 21.07 -4.09
C: 7.43 21.06 -3.98
O: 8.04 21.92 -5.02
H: 5.52 20.38 -3.35
H: 5.55 20.77 -5.06
H: 5.55 22.07 -3.87
H: 7.83 20.06 -4.13
H: 7.74 21.47 -3.02
H: 7.93 21.47 -5.86
C: 3.30 27.38 -5.73
C: 4.34 27.65 -4.66
O: 5.36 26.65 -4.73
H: 3.74 27.40 -6.73
H: 2.48 28.08 -5.66
H: 2.87 26.38 -5.58
H: 3.90 27.64 -3.66
H: 4.80 28.64 -4.80
H: 6.00 26.80 -4.02
C: 11.65 24.19 1.15
C: 12.16 24.43 -0.26
O: 11.12 24.32 -1.23
H: 12.46 24.37 1.86
H: 11.31 23.16 1.26
H: 10.83 24.86 1.39
H: 12.94 23.71 -0.52
H: 12.63 25.42 -0.33
H: 10.44 25.00 -1.09
C: 5.11 23.60 -6.83
C: 6.56 24.01 -6.90
O: 7.04 24.52 -5.64
H: 4.82 23.13 -5.89
H: 4.80 22.89 -7.61
H: 4.45 24.46 -6.98
H: 6.65 24.79 -7.67
H: 7.24 23.24 -7.25
H: 6.42 25.26 -5.38
C: 10.84 20.85 -2.53
C: 11.04 21.83 -3.69
O: 10.34 23.06 -3.44
H: 11.40 19.93 -2.65
H: 9.78 20.66 -2.38
H: 11.17 21.34 -1.60
H: 10.67 21.39 -4.61
H: 12.11 22.03 -3.80
H: 10.77 23.45 -2.63
C: 7.85 29.69 -0.21
C: 6.40 29.51 -0.57
O: 6.20 29.32 -1.96
H: 7.99 29.64 0.87
H: 8.22 30.67 -0.53
H: 8.48 28.94 -0.69
H: 5.80 30.37 -0.28
H: 5.99 28.65 -0.02
H: 6.46 28.41 -2.16
C: 7.99 21.56 1.38
C: 8.31 22.49 0.22
O: 7.27 22.38 -0.75
H: 8.73 21.70 2.17
H: 8.03 20.53 1.05
H: 7.02 21.79 1.82
H: 9.28 22.24 -0.22
H: 8.38 23.53 0.57
H: 7.44 23.07 -1.42
C: 7.21 27.22 2.87
C: 7.66 26.37 1.71
O: 8.89 26.88 1.19
H: 6.26 26.83 3.26
H: 7.04 28.26 2.59
H: 7.93 27.17 3.68
H: 6.89 26.28 0.94
H: 7.82 25.35 2.10
H: 8.92 26.72 0.23
C: 4.22 24.22 -2.13
C: 4.56 24.96 -0.83
O: 4.79 26.34 -1.04
H: 5.14 24.02 -2.69
H: 3.56 24.79 -2.78
H: 3.77 23.25 -1.89
H: 5.44 24.48 -0.39
H: 3.76 24.85 -0.10
H: 5.58 26.42 -1.59
C: 11.98 28.25 0.59
C: 11.24 29.49 1.07
O: 10.25 29.18 2.03
H: 12.38 27.67 1.42
H: 12.78 28.48 -0.13
H: 11.29 27.62 0.03
H: 10.84 30.04 0.21
H: 11.96 30.16 1.57
H: 9.79 28.37 1.74

## Properties
DFT total energy (eV): -93855.57128
<S²>: 6.007
E_LUMO (spin up / spin down) (eV): -0.59 / -0.68
ΔE to the lowest compared entry with this formula, charge and spin (eV): 0.000
HOMO (spin up / spin down) (Ha): -0.329 / -0.337
Spin multiplicity: 5
Orbital gap (spin up / spin down) (eV): 8.4 / 8.5

Löwdin population analysis, charges in e, atoms 1 to 99: Cr 0.90; S 0.43; O -0.31; O -0.39; O -0.29; O -0.40; C -0.06; C -0.30; O -0.10; H 0.06; H 0.08; H 0.05; H 0.09; H 0.11; H 0.02; C -0.05; C -0.21; O -0.16; H 0.10; H 0.08; H 0.06; H 0.13; H 0.09; H 0.11; C -0.09; C -0.28; O -0.12; H 0.07; H 0.08; H 0.07; H 0.12; H 0.12; H 0.03; C -0.07; C -0.27; O -0.11; H 0.08; H 0.07; H 0.07; H 0.12; H 0.10; H 0.05; C -0.06; C -0.25; O -0.15; H 0.07; H 0.08; H 0.07; H 0.13; H 0.11; H 0.10; C -0.05; C -0.24; O -0.17; H 0.08; H 0.06; H 0.07; H 0.11; H 0.13; H 0.08; C -0.08; C -0.31; O -0.08; H 0.06; H 0.08; H 0.06; H 0.11; H 0.10; H 0.02; C -0.08; C -0.32; O -0.11; H 0.07; H 0.07; H 0.08; H 0.09; H 0.10; H 0.01; C -0.08; C -0.29; O -0.12; H 0.08; H 0.07; H 0.08; H 0.11; H 0.10; H 0.03; C -0.07; C -0.31; O -0.09; H 0.04; H 0.07; H 0.08; H 0.10; H 0.11; H 0.03; C -0.10; C -0.32; O -0.10

***

- DFT total energy of number 1 (C22H65BMnN3O11)?
  -82855.36786 eV

***

- Which of these has the lowest DFT total energy?
  C22H66CrO15S

***

- The lowest DFT total energy belongs to which entry?
  C22H66CrO15S